65
Properties=species:S:1:pos:R:3:lowdin_charge:R:1 method="wB97M-V/def2-TZVPD" e_homo_ev=-3.508 charge=-1 orbital_gap_ha=0.1882 energy_ev=-108361.613
C -0.86 5.44 -2.66 -0.4065
P -2.40 4.97 -1.69 0.7245
O -2.82 3.30 -1.98 -0.4288
B -3.84 6.04 -2.42 -1.1929
I -3.37 7.20 -4.25 0.4479
H -1.03 5.15 -3.74 0.0087
H 0.06 4.90 -2.34 0.0005
H -0.76 6.55 -2.58 0.0143
H -2.71 3.15 -2.93 0.0133
H -4.71 5.27 -2.71 -0.0611
H -4.19 6.84 -1.59 -0.0707
C 0.13 -1.25 -2.14 -0.0257
C 0.84 0.13 -2.11 -0.4164
C 0.02 1.35 -2.54 -0.3109
F -0.40 1.27 -3.81 0.1000
F 0.78 2.46 -2.46 0.0929
F 1.99 0.04 -2.80 0.1265
F 1.19 0.34 -0.80 0.0888
O 0.36 -2.13 -3.27 0.0299
C -0.41 -2.01 -4.44 -0.5286
C 0.44 -1.59 -5.65 -0.2928
F 1.09 -0.43 -5.44 0.1078
F -0.35 -1.42 -6.73 0.0980
F -1.46 -1.21 -4.23 0.1601
F -0.91 -3.23 -4.68 0.1388
H 0.57 -1.81 -1.31 0.1201
H -0.93 -1.18 -1.90 0.1497
H -0.85 1.50 -1.89 0.1619
H 1.18 -2.36 -5.88 0.1715
C 1.95 -5.44 1.39 -0.0327
C 1.17 -6.76 1.59 -0.4372
C 0.19 -7.19 0.49 -0.3111
F -0.80 -6.32 0.28 0.1059
F -0.40 -8.36 0.83 0.0901
F 0.55 -6.72 2.79 0.1305
F 2.10 -7.75 1.68 0.1000
O 1.48 -4.24 2.04 0.0365
C 0.49 -3.44 1.44 -0.5180
C -0.81 -3.39 2.24 -0.2850
F -1.33 -4.62 2.44 0.1037
F -1.74 -2.68 1.57 0.1053
F 0.32 -3.81 0.16 0.1434
F 1.00 -2.20 1.39 0.1435
H 2.91 -5.61 1.87 0.1462
H 2.19 -5.26 0.34 0.1428
H 0.72 -7.35 -0.46 0.1719
H -0.64 -2.93 3.22 0.1728
C 1.90 2.58 4.56 -0.0355
C 1.59 4.01 4.05 -0.4384
C 0.20 4.60 4.35 -0.3168
F -0.81 3.89 3.82 0.1096
F 0.11 5.84 3.83 0.0992
F 1.85 4.07 2.73 0.1391
F 2.49 4.83 4.66 0.0963
O 1.79 1.47 3.65 0.0328
C 0.55 0.84 3.44 -0.5093
C 0.04 1.01 2.00 -0.2974
F -0.07 2.30 1.66 0.1189
F -1.19 0.45 1.86 0.0995
F -0.33 1.23 4.37 0.1475
F 0.77 -0.48 3.68 0.1288
H 2.96 2.60 4.80 0.1437
H 1.41 2.37 5.51 0.1398
H 0.04 4.67 5.43 0.1690
H 0.72 0.53 1.29 0.1439